A molecular structure, C10H27ClILuO2P2S, computed with wB97M-V/def2-TZVPD.

Atoms and positions in Å:
C: 3.2485 -2.6073 -4.5897
C: 1.8285 -2.7248 -4.2754
H: 3.4949 -3.2153 -5.4792
H: 3.8268 -2.9291 -3.6976
H: 3.4822 -1.5332 -4.7451
O: 0.8329 -2.5482 -3.6969
I: 3.9585 0.2365 -0.8553
Lu: 1.2809 0.0607 -0.2814
P: 0.0365 1.9729 -1.8809
C: -1.7865 2.1394 -1.9689
C: 0.5173 3.5978 -1.1756
H: 0.4172 4.3471 -1.9725
H: 0.4460 3.1763 -3.9129
H: 1.5554 3.5443 -0.8224
H: 1.6613 1.8880 -3.6182
H: -2.2075 2.0552 -0.9582
H: -0.1253 3.8513 -0.3222
C: 0.5956 2.1408 -3.5894
H: -2.0480 3.1099 -2.4107
H: 0.0447 1.4469 -4.2308
H: -2.1901 1.3226 -2.5811
P: 1.1442 -2.2785 1.2125
C: -0.4232 -2.9871 1.8273
C: 2.1143 -3.6758 0.5955
H: 2.7929 -1.1641 2.6136
H: 2.3701 -2.8201 3.2151
H: 1.2575 -1.4192 3.4824
C: 1.9811 -1.8808 2.7975
H: 2.9852 -3.2755 0.0609
H: 2.4435 -4.2877 1.4429
H: -0.2048 -3.7276 2.6085
H: -0.9588 -3.4495 0.9890
H: 1.5064 -4.2618 -0.1026
H: -1.0575 -2.1903 2.2391
Cl: 1.9063 1.5840 1.5380
C: -1.1963 2.2542 2.4239
S: -1.5161 0.5438 2.0985
C: -3.2471 0.7314 1.7018
O: -0.7406 0.3666 0.7717
H: -1.8980 2.5622 3.2186
H: -1.4023 2.8129 1.4876
H: -0.1371 2.3335 2.7343
H: -3.4014 1.6177 1.0644
H: -3.6784 -0.1872 1.2696
H: -3.6913 0.9327 2.6941

E_LUMO	-8.971	eV
spin multiplicity	1
energy above the lowest of the compared OMol25 structures with the same formula, charge and spin	0.0	kJ/mol
charge	+2
HOMO level	-13.94	eV
gap between HOMO and LUMO	0.183	Ha

The net atomic charges from Mulliken, expressed in e, are:
1. C -0.591
2. C 0.711
3. H 0.353
4. H 0.313
5. H 0.318
6. O -0.117
7. I -0.390
8. Lu 0.548
9. P 0.844
10. C -0.889
11. C -1.160
12. H 0.435
13. H 0.395
14. H 0.350
15. H 0.329
16. H -0.016
17. H 0.269
18. C -1.100
19. H 0.417
20. H 0.350
21. H 0.355
22. P 0.869
23. C -1.107
24. C -1.070
25. H 0.347
26. H 0.434
27. H 0.319
28. C -1.181
29. H 0.304
30. H 0.388
31. H 0.399
32. H 0.335
33. H 0.343
34. H 0.231
35. Cl -0.474
36. C -0.783
37. S 0.373
38. C -1.088
39. O -0.351
40. H 0.493
41. H 0.098
42. H 0.295
43. H 0.287
44. H 0.343
45. H 0.473

=====

A molecular structure, C10H27ClIN2O2P2Yb, computed with wB97M-V/def2-TZVPD.

Atoms and positions in Å:
C: -1.3401 -1.1299 0.7086
C: -0.0856 -1.9666 0.6241
H: -1.7535 -1.2338 1.7265
H: -2.1352 -1.4030 -0.0014
H: -1.0827 -0.0691 0.5508
O: 0.8309 -1.8312 1.4519
I: 2.2360 -2.5448 -0.9928
Yb: 2.0024 2.6444 -0.6099
P: -0.3758 3.0940 0.7736
C: 0.9432 3.8722 1.7967
C: -0.4554 4.3802 -0.5549
H: -0.9606 5.2778 -0.1742
H: -1.8478 4.6242 1.9995
H: -1.0553 3.9634 -1.3757
H: -2.7556 3.2981 1.1919
H: 1.9734 3.8999 1.3790
H: 0.5273 4.7080 -0.9522
C: -1.8437 3.5487 1.7567
H: 0.6441 4.9096 1.9918
H: -1.8388 2.9583 2.6844
H: 1.0075 3.3530 2.7632
P: -0.1467 -3.4486 -0.5097
C: 0.6716 -4.8705 0.3578
C: -1.8436 -4.1299 -0.1536
H: -1.6718 -2.8059 -2.3431
H: -0.2885 -3.7344 -2.9338
H: -0.1224 -1.9959 -2.5667
C: -0.5846 -2.9371 -2.2453
H: -2.6502 -3.5186 -0.5822
H: -1.9130 -5.1407 -0.5977
H: 0.7726 -5.7279 -0.3280
H: 0.0171 -5.1867 1.1925
H: -1.9652 -4.2246 0.9342
H: 1.6631 -4.6310 0.7725
Cl: 0.8632 1.0409 -2.0311
C: 2.2870 0.6046 3.1962
N: 3.3703 -0.0072 2.4459
C: 3.6278 0.3167 1.1760
N: 4.5522 -0.4059 0.5067
O: 3.0530 1.2998 0.6002
H: 1.3031 0.3537 2.7716
H: 2.3935 1.6974 3.2093
H: 2.3243 0.2345 4.2275
H: 3.8233 -0.8388 2.8134
H: 4.6139 -0.2331 -0.4889
H: 4.9083 -1.2753 0.8905

E_LUMO (alpha / beta)	-6.067 / -9.317	eV
spin multiplicity	2
energy above the lowest of the compared OMol25 structures with the same formula, charge and spin	127.0	kJ/mol
<S²>	0.754
charge	+2
HOMO level (alpha / beta)	-13.62 / -13.62	eV
gap between HOMO and LUMO (alpha / beta)	0.278 / 0.158	Ha

The net atomic charges from Mulliken, expressed in e, are:
1. C -0.742
2. C 0.614
3. H 0.387
4. H 0.336
5. H -0.129
6. O -0.511
7. I 0.231
8. Yb 0.825
9. P 0.620
10. C -1.086
11. C -1.273
12. H 0.373
13. H 0.426
14. H 0.374
15. H 0.385
16. H 0.384
17. H 0.437
18. C -1.204
19. H 0.454
20. H 0.366
21. H 0.250
22. P 0.763
23. C -1.021
24. C -1.608
25. H 0.363
26. H 0.416
27. H 0.432
28. C -1.139
29. H 0.452
30. H 0.443
31. H 0.381
32. H 0.380
33. H 0.454
34. H 0.421
35. Cl -0.580
36. C -0.715
37. N -0.121
38. C 0.544
39. N -0.401
40. O -0.440
41. H 0.159
42. H 0.212
43. H 0.399
44. H 0.241
45. H 0.233
46. H 0.213

=====

3 unconnected molecules or ions with the total composition C10H27I2O2P, computed with wB97M-V/def2-TZVPD.

Atoms and positions in Å:
C: 2.6327 -0.0620 0.7940
C: 1.9805 -1.4302 1.0234
C: 1.0405 -1.7905 -0.1179
I: 0.6776 -3.8995 -0.1939
P: -0.6748 -0.8220 -0.0058
C: -2.3155 0.1202 0.1407
C: -2.2708 1.6445 0.1700
C: -1.4740 2.2839 -0.9568
I: -1.5355 2.3256 2.0997
H: 2.8961 0.4253 1.7338
H: 1.9709 0.6219 0.2565
H: 3.5430 -0.1566 0.1988
H: 1.4163 -1.4268 1.9644
H: 2.7521 -2.1916 1.1431
H: 1.5056 -1.5787 -1.0834
H: -0.0740 0.0250 0.9628
H: -1.3214 -2.0164 0.3988
H: -0.5692 -0.5394 -1.3873
H: -2.9361 -0.1707 -0.7188
H: -2.8184 -0.2536 1.0374
H: -3.2848 2.0360 0.1573
H: -0.5321 1.7651 -1.1423
H: -2.0711 2.2369 -1.8727
H: -1.2365 3.3266 -0.7547
C: -5.8681 3.8102 -0.4497
C: -4.9760 3.7197 -1.6706
O: -4.6866 2.3724 -2.0346
H: -5.4150 3.2746 0.3857
H: -6.0107 4.8495 -0.1505
H: -6.8517 3.3762 -0.6422
H: -4.0047 4.1710 -1.4625
H: -5.4126 4.2624 -2.5150
H: -5.5130 1.9272 -2.2496
C: 5.8403 -3.1617 1.5785
C: 5.9451 -3.6291 0.1393
O: 5.3137 -4.8835 -0.0763
H: 6.2744 -3.9007 2.2520
H: 6.3631 -2.2136 1.7162
H: 4.7961 -3.0120 1.8639
H: 6.9890 -3.7796 -0.1370
H: 5.5354 -2.8701 -0.5380
H: 4.3803 -4.7860 0.1435

E_LUMO	0.525	eV
structure (SMILES)	CC[C@@H](I)[PH3]C[C@H](C)I.CCO.CCO
spin multiplicity	1
charge	0
HOMO level	-8.37	eV
gap between HOMO and LUMO	0.327	Ha

The net atomic charges from Mulliken, expressed in e, are:
1. C -1.000
2. C -0.200
3. C -0.952
4. I -0.015
5. P 0.635
6. C -1.128
7. C 0.300
8. C -1.127
9. I 0.029
10. H 0.318
11. H 0.242
12. H 0.351
13. H 0.293
14. H 0.074
15. H 0.546
16. H -0.142
17. H -0.055
18. H 0.025
19. H 0.388
20. H 0.533
21. H -0.095
22. H 0.285
23. H 0.238
24. H 0.427
25. C -1.017
26. C -0.269
27. O -0.482
28. H 0.277
29. H 0.330
30. H 0.315
31. H 0.238
32. H 0.364
33. H 0.276
34. C -0.855
35. C -0.242
36. O -0.516
37. H 0.313
38. H 0.289
39. H 0.173
40. H 0.325
41. H 0.223
42. H 0.286

=====

A single C10H27N3O3Si molecule, computed with wB97M-V/def2-TZVPD.

Atoms and positions in Å:
O: -1.4370 -0.3225 1.1830
O: -1.0469 -2.8909 0.5909
O: 0.9591 -1.3790 -0.0461
N: 0.2185 1.7960 2.8325
N: 1.4074 1.5149 0.6146
N: 0.5103 0.7787 -2.3833
C: -2.8489 -0.1796 1.3227
C: -0.6835 -3.1661 1.8932
C: 1.4267 -2.2386 -1.0159
C: 1.7323 1.6399 2.9701
C: 2.4674 1.7108 1.6945
C: 1.7043 2.2529 -0.6426
C: 0.5790 2.1009 -1.7051
C: -0.6995 0.3930 -3.1102
C: -1.8971 -0.0536 -2.3123
C: -1.7709 -1.4412 -1.6946
Si: -0.7362 -1.3485 -0.0073
H: 0.0117 2.5648 2.2063
H: -0.1194 0.9465 2.3727
H: 1.2869 0.5159 0.4351
H: 0.7798 0.0974 -1.6151
H: -3.2548 -1.2422 1.3304
H: -2.9998 0.3696 2.2643
H: -3.1529 0.3672 0.4943
H: -1.0132 -4.1387 2.2376
H: -1.0719 -2.4679 2.6060
H: 0.3911 -3.1952 1.9600
H: 0.9583 -2.0050 -2.0192
H: 1.0130 -3.2284 -0.7287
H: 2.5154 -2.2794 -1.0826
H: 2.0288 2.5665 3.5748
H: 1.9587 0.7189 3.5171
H: 3.2513 0.9131 1.6441
H: 3.0186 2.6640 1.5827
H: 2.6887 1.8538 -1.0019
H: 1.7117 3.3431 -0.3363
H: 0.5368 2.8650 -2.4358
H: -0.3253 2.2636 -1.1702
H: -0.4279 -0.3841 -3.8357
H: -0.9869 1.2204 -3.7357
H: -2.7901 -0.0417 -2.9290
H: -2.0452 0.6726 -1.5183
H: -2.6785 -2.0053 -1.6281
H: -1.1704 -2.1219 -2.3728

E_LUMO	0.817	eV
structure (SMILES)	CO[Si](CCCNCCNCCN)(OC)OC
spin multiplicity	1
energy above the lowest of the compared OMol25 structures with the same formula, charge and spin	153.1	kJ/mol
charge	0
HOMO level	-8.03	eV
gap between HOMO and LUMO	0.325	Ha

The net atomic charges from Mulliken, expressed in e, are:
1. O -0.180
2. O -0.503
3. O -0.463
4. N -0.772
5. N 0.168
6. N -0.283
7. C -0.834
8. C -0.796
9. C -0.652
10. C -0.411
11. C -0.641
12. C -0.807
13. C -0.720
14. C -1.181
15. C -0.153
16. C -0.735
17. Si 0.529
18. H 0.282
19. H 0.317
20. H 0.094
21. H 0.104
22. H 0.255
23. H 0.241
24. H 0.335
25. H 0.264
26. H 0.241
27. H 0.288
28. H 0.286
29. H 0.324
30. H 0.252
31. H 0.294
32. H 0.296
33. H 0.233
34. H 0.423
35. H 0.313
36. H 0.463
37. H 0.584
38. H 0.294
39. H 0.407
40. H 0.495
41. H 0.436
42. H 0.004
43. H 0.497
44. H 0.413